{"formula": "C28H31BCl2O2S", "method": "ωB97M-V with the def2-TZVPD basis set", "homo_lumo_gap_ev": 7.852, "de_lowest_kj_mol": 0.0, "smiles": "CC1(C)OB([C@@]2(c3ccc(Cl)cc3)C=CCC2)OC1(C)C.Cc1ccc(-c2ccc(Cl)cc2)s1", "species": ["C", "C", "C", "O", "B", "C", "C", "C", "C", "C", "Cl", "C", "C", "C", "C", "C", "C", "O", "C", "C", "C", "H", "H", "H", "H", "H", "H", "H", "H", "H", "H", "H", "H", "H", "H", "H", "H", "H", "H", "H", "H", "H", "H", "C", "C", "C", "C", "C", "C", "C", "C", "C", "Cl", "C", "C", "S", "H", "H", "H", "H", "H", "H", "H", "H", "H"], "xyz": [[2.4903, 1.9261, 2.6227], [1.8664, 1.5164, 1.2976], [2.9548, 0.9575, 0.3988], [0.9138, 0.4714, 1.5762], [-0.3074, 1.0765, 1.3608], [-1.6232, 0.5270, 1.9434], [-2.1089, -0.7138, 1.2552], [-1.7339, -1.9611, 1.7492], [-2.5825, -3.0533, 1.5450], [-3.7497, -2.8832, 0.7945], [-4.9108, -4.1493, 0.7339], [-4.0039, -1.6858, 0.1144], [-3.1614, -0.5963, 0.3388], [-1.0921, 0.4075, 3.3441], [-1.6060, 1.3643, 4.1540], [-2.4814, 2.3192, 3.4043], [-2.6990, 1.6467, 2.0297], [-0.3277, 2.1622, 0.5309], [1.0082, 2.6921, 0.6076], [0.8790, 3.9631, 1.4594], [1.4369, 3.0594, -0.8082], [3.1462, 2.7916, 2.4698], [1.7327, 2.1732, 3.3764], [3.0866, 1.0887, 2.9992], [3.7431, 1.7093, 0.2328], [3.4162, 0.0935, 0.8876], [2.5487, 0.6233, -0.5615], [-0.8255, -2.0656, 2.3415], [-2.3881, -4.0174, 1.9952], [-4.8718, -1.6020, -0.5309], [-3.3453, 0.3656, -0.1519], [-0.4379, -0.3990, 3.6601], [-1.4337, 1.4714, 5.2267], [-1.9580, 3.2717, 3.2337], [-3.4251, 2.5818, 3.9081], [-2.6184, 2.3600, 1.2011], [-3.7159, 1.2427, 2.0027], [1.8494, 4.4723, 1.5799], [0.1894, 4.6525, 0.9511], [0.4535, 3.7482, 2.4550], [2.4400, 3.5061, -0.7876], [1.4261, 2.2056, -1.5001], [0.7484, 3.8110, -1.2127], [5.0955, -1.4953, -3.4306], [3.6707, -1.2743, -3.1032], [2.9466, -0.1530, -3.4917], [1.5470, -0.2833, -3.2364], [1.2275, -1.4733, -2.5716], [-0.0621, -2.1104, -2.4626], [-1.1798, -1.5535, -3.1315], [-2.3766, -2.2575, -3.2011], [-2.4842, -3.5169, -2.6013], [-3.9204, -4.4503, -2.8030], [-1.3999, -4.0616, -1.8940], [-0.1944, -3.3737, -1.8446], [2.7045, -2.3245, -2.1262], [5.3935, -0.7815, -4.2062], [5.7177, -1.3174, -2.5497], [5.2855, -2.4951, -3.8285], [3.4155, 0.6922, -3.9951], [0.7784, 0.4169, -3.5651], [-1.0517, -0.6120, -3.6706], [-3.2230, -1.8352, -3.7301], [-1.4979, -5.0336, -1.4189], [0.6855, -3.8383, -1.3667]], "forces_ev_per_angstrom": [[0.046, 0.132, 0.123], [0.445, 0.390, -0.307], [0.144, -0.070, -0.204], [-0.364, 1.069, -0.116], [-0.366, -0.741, -1.561], [0.382, 0.511, -0.443], [-0.394, -0.022, 0.661], [-0.612, -0.479, -0.274], [-0.118, 0.331, -0.381], [0.620, 0.740, -0.035], [-0.257, -0.428, -0.087], [0.451, -0.132, 0.218], [-0.065, -0.506, -0.017], [-1.681, 0.259, 2.003], [0.531, -0.898, -0.379], [-0.078, 0.652, -0.488], [-0.210, 0.070, 0.253], [0.721, -0.038, 0.704], [0.159, 0.257, -0.158], [0.199, 0.160, 0.047], [0.196, 0.133, -0.111], [-0.059, -0.192, 0.164], [0.165, -0.034, -0.190], [-0.073, 0.154, -0.008], [-0.277, -0.241, -0.049], [-0.095, 0.102, -0.028], [0.141, 0.053, 0.116], [-0.368, -0.013, -0.001], [0.072, 0.017, 0.010], [0.094, -0.035, 0.058], [-0.091, -0.398, 0.309], [-0.011, 0.287, -0.049], [0.211, -0.090, -0.363], [-0.019, -0.045, 0.277], [0.305, -0.225, -0.078], [0.000, -0.161, 0.223], [0.221, -0.263, -0.046], [-0.360, -0.157, 0.009], [0.209, -0.211, 0.110], [0.245, 0.024, -0.393], [-0.168, -0.152, -0.131], [0.062, 0.174, 0.343], [0.075, -0.117, 0.171], [0.546, 0.102, 0.170], [-0.967, 1.610, 0.091], [0.090, -1.076, 0.104], [-0.118, -1.135, 0.797], [1.489, 1.443, -0.495], [-1.116, -0.599, 0.025], [0.504, -0.562, 0.323], [0.125, -0.134, 0.232], [0.970, 0.342, 0.174], [-0.212, -0.003, 0.049], [-0.299, 0.234, -0.299], [0.027, 0.412, -0.110], [-0.477, 0.239, -1.165], [-0.037, -0.087, 0.190], [0.201, -0.193, -0.117], [-0.016, 0.039, 0.190], [-0.205, -0.308, -0.038], [0.364, -0.173, 0.037], [-0.263, -0.318, 0.263], [0.042, -0.114, -0.008], [-0.024, 0.134, -0.125], [-0.653, 0.282, -0.191]], "nbo_charge": [-0.634, 0.254, -0.638, -0.719, 1.207, -0.531, 0.116, -0.219, -0.226, -0.068, 0.006, -0.219, -0.233, -0.156, -0.197, -0.445, -0.371, -0.718, 0.231, -0.630, -0.623, 0.210, 0.220, 0.220, 0.210, 0.221, 0.231, 0.220, 0.225, 0.228, 0.225, 0.226, 0.214, 0.203, 0.215, 0.225, 0.214, 0.212, 0.222, 0.216, 0.210, 0.224, 0.219, -0.641, -0.178, -0.273, -0.237, -0.189, -0.106, -0.170, -0.230, -0.038, 0.015, -0.243, -0.128, 0.417, 0.227, 0.223, 0.227, 0.223, 0.223, 0.214, 0.227, 0.230, 0.210]}